[1]
Formula: C4H5NO2
Source: OMol25
Level of theory: the ωB97M-V functional and the def2-TZVPD basis

XYZ file:
```
12
C4H5NO2, DFT the ωB97M-V functional and the def2-TZVPD basis
O 0.98714 2.70532 0.29411
C 0.40150 1.16868 0.45652
N 0.99675 0.01231 0.13388
C 0.28052 -0.99149 -0.61613
C -0.92233 -1.56495 0.11644
O -1.27047 -1.20203 1.21129
C -0.30847 2.22788 0.34578
H 1.64684 -0.33920 0.82294
H 0.96649 -1.81369 -0.85798
H -0.06146 -0.57478 -1.57313
H -1.47855 -2.35131 -0.43662
H -1.23796 2.72327 0.10293
```

E, eV: -9809.2779
HOMO energy, eV: -7.6465
Orbital gap, eV: 8.4
SMILES: O=CCNC1=CO1
Spin multiplicity: 1
F_max, eV Å⁻¹: 0.6
Relative energy (zero: lowest compared OMol25 entry of this formula, charge and spin), kcal per mole: 116.2

These are the natural (NBO) partial charges, in e, on atoms 1 to 8:
1. O -0.571
2. C 0.338
3. N -0.605
4. C -0.322
5. C 0.419
6. O -0.500
7. C 0.066
8. H 0.399



[2]
Formula: C4H5NO2
Source: OMol25
Level of theory: the ωB97M-V functional and the def2-TZVPD basis

XYZ file:
```
12
C4H5NO2, DFT the ωB97M-V functional and the def2-TZVPD basis
N -2.00547 -0.50753 -0.18380
C -0.74902 -0.07787 -0.03952
C 0.54030 -0.79801 -0.19110
C 1.57505 0.32732 0.07557
O 2.73033 -0.02440 0.33257
C 0.84927 1.50383 0.13245
O -0.56871 1.18060 0.09767
H -2.75761 0.16259 -0.07769
H -2.23215 -1.48583 -0.11302
H 0.57636 -1.30965 -1.15861
H 1.00722 -1.44166 0.56614
H 1.03444 2.47061 0.55934
```

E, eV: -9811.6637
HOMO energy, eV: -7.1162
Orbital gap, eV: 7.3
Spin multiplicity: 1
F_max, eV Å⁻¹: 1.5
Relative energy (zero: lowest compared OMol25 entry of this formula, charge and spin), kcal per mole: 61.1

These are the natural (NBO) partial charges, in e, on atoms 1 to 8:
1. N -0.756
2. C 0.690
3. C -0.646
4. C 0.417
5. O -0.681
6. C -0.254
7. O -0.388
8. H 0.418